No. 1
Computed, not measured: a 4-piece molecular cluster, C2H12O3S2 overall at a distorted geometry, with ωB97M-V/def2-TZVPD.

Positions of all 19 atoms, in Å:
C: 3.23 -0.70 2.32
S: 2.06 0.69 2.20
S: 0.37 -0.24 2.97
C: -0.75 -0.17 1.54
H: 2.91 -1.57 1.73
H: 3.16 -1.08 3.34
H: 4.23 -0.46 1.96
H: -0.37 -0.75 0.70
H: -0.77 0.87 1.22
H: -1.76 -0.48 1.78
H: 0.92 -2.29 -3.04
H: 1.51 -1.65 -1.93
O: 0.80 -1.45 -2.56
H: -1.90 -0.14 -3.11
H: -1.85 1.02 -4.05
O: -2.40 0.28 -3.81
H: -3.48 2.18 -0.84
H: -3.15 3.32 0.06
O: -2.74 2.64 -0.49

orbital gap: 8.892 eV
SMILES: CSSC.O.O.O
LUMO energy: 0.441 eV
multiplicity: 1

Results of the natural (NBO) charge analysis, in e, for atoms 1 through 2: -0.74 0.07


No. 2
Computed, not measured: a 4-piece molecular cluster, C2H12O3S2 overall at a distorted geometry, with ωB97M-V/def2-TZVPD.

Positions of all 19 atoms, in Å:
C: -1.86 1.12 1.34
C: -0.98 -0.10 1.85
S: 0.01 -0.57 0.43
S: 0.91 -2.33 1.25
H: -1.22 2.01 1.17
H: -2.18 0.85 0.16
H: -2.86 1.21 1.84
H: -0.30 0.32 2.56
H: -1.59 -0.90 2.19
H: 0.17 -3.26 0.54
H: 3.65 3.62 -3.78
H: 2.54 2.82 -3.08
O: 2.85 3.69 -3.29
H: -2.36 -4.00 -3.16
H: -3.42 -3.58 -2.20
O: -2.57 -4.13 -2.28
H: 3.85 0.98 1.52
H: 2.36 0.96 1.14
O: 2.99 1.27 1.83

orbital gap: 9.503 eV
SMILES: CCSS.O.O.O
LUMO energy: 0.322 eV
multiplicity: 1

Results of the natural (NBO) charge analysis, in e, for atoms 1 through 2: -0.63 -0.54


No. 3
Computed, not measured: a 5-piece molecular cluster, C2H12O5 overall at a distorted geometry, with ωB97M-V/def2-TZVPD.

Positions of all 19 atoms, in Å:
O: 1.49 1.48 -0.85
C: 1.85 0.40 -1.23
C: 0.99 -0.76 -0.93
H: 2.58 0.27 -1.92
H: -0.10 -0.52 -0.78
H: 1.18 -1.31 0.10
H: 0.91 -1.58 -1.64
H: 0.40 -1.00 2.72
H: 1.42 -0.92 1.79
O: 1.34 -1.09 2.77
H: -0.73 1.56 1.34
H: 0.01 1.35 -0.04
O: -0.85 1.17 0.44
H: -2.57 -1.41 0.93
H: -1.38 -1.78 1.89
O: -2.29 -1.79 1.70
H: -1.03 1.25 -2.95
H: -1.65 1.30 -1.63
O: -1.70 0.85 -2.42

orbital gap: 11.247 eV
SMILES: CC=O.O.O.O.O
LUMO energy: -0.017 eV
multiplicity: 1

Results of the natural (NBO) charge analysis, in e, for atoms 1 through 2: -0.53 0.45


No. 4
Computed, not measured: a 5-piece molecular cluster, C2H12O6 overall at a distorted geometry, with ωB97M-V/def2-TZVPD.

Positions of all 20 atoms, in Å:
O: 0.51 0.21 0.56
C: 0.16 1.08 -0.23
O: -0.16 0.85 -1.50
C: 0.04 2.52 0.10
H: 0.01 -0.06 -1.88
H: -0.21 2.64 1.16
H: -0.72 3.04 -0.47
H: 0.98 3.02 -0.04
H: 0.48 -2.38 2.68
H: -0.34 -1.34 1.94
O: -0.01 -1.56 2.81
H: 0.97 -1.99 -1.76
H: -0.50 -2.23 -1.53
O: 0.10 -1.75 -2.13
H: 3.10 -1.80 0.51
H: 1.73 -1.02 0.27
O: 2.34 -1.69 -0.10
H: -2.22 0.46 -0.47
H: -3.45 1.29 -0.18
O: -2.81 0.72 0.25

orbital gap: 11.321 eV
SMILES: CC(=O)O.O.O.O.O
LUMO energy: 0.378 eV
multiplicity: 1

Results of the natural (NBO) charge analysis, in e, for atoms 1 through 2: -0.67 0.83


No. 5
Computed, not measured: a 3-piece molecular cluster, C2H13N2O2 overall at a distorted geometry, with ωB97M-V/def2-TZVPD.

Positions of all 19 atoms, in Å:
N: 0.90 0.47 0.79
C: 1.18 -0.72 -0.05
C: -0.05 -1.21 -0.85
N: -0.03 -0.71 -2.22
H: 0.41 1.24 0.26
H: 0.22 0.29 1.55
H: 1.78 0.76 1.22
H: 1.93 -0.49 -0.80
H: 1.57 -1.52 0.58
H: 0.07 -2.29 -0.87
H: -0.94 -0.91 -0.29
H: 0.19 -1.45 -2.85
H: -0.93 -0.38 -2.55
H: -0.40 1.98 -1.80
H: -0.87 2.83 -0.62
O: -0.67 1.92 -0.90
H: -2.01 -0.43 2.81
H: -1.18 0.57 3.68
O: -1.16 0.03 2.89

orbital gap: 10.375 eV
LUMO energy: -2.940 eV
multiplicity: 1
net charge: +1

Results of the natural (NBO) charge analysis, in e, for atoms 1 through 2: -0.72 -0.24


No. 6
Computed, not measured: a 3-piece molecular cluster, C2H13N2O2 overall at a distorted geometry, with ωB97M-V/def2-TZVPD.

Positions of all 19 atoms, in Å:
N: 0.76 0.35 0.13
C: 0.41 -0.91 -0.60
C: -0.25 -1.83 0.38
N: 0.76 -2.25 1.37
H: 1.32 0.03 0.92
H: 0.02 0.99 0.40
H: 1.34 0.96 -0.46
H: 1.33 -1.31 -1.01
H: -0.24 -0.66 -1.43
H: -0.67 -2.65 -0.17
H: -1.02 -1.27 0.88
H: 1.07 -3.19 1.13
H: 0.31 -2.42 2.26
H: -0.67 2.25 -3.13
H: -0.92 0.75 -3.12
O: -0.58 1.47 -2.57
H: -0.73 2.49 2.38
H: -1.57 2.90 1.20
O: -0.84 2.32 1.44

orbital gap: 11.206 eV
LUMO energy: -2.789 eV
multiplicity: 1
net charge: +1

Results of the natural (NBO) charge analysis, in e, for atoms 1 through 2: -0.69 -0.21


No. 7
Computed, not measured: a 4-piece molecular cluster, C2H13N2O3 overall at a distorted geometry, with ωB97M-V/def2-TZVPD.

Positions of all 20 atoms, in Å:
C: -0.02 -0.08 -0.95
C: -1.22 -0.49 -1.39
N: -2.00 -1.38 -0.45
N: 0.86 0.60 -1.75
H: 0.19 0.09 0.11
H: -1.72 -0.54 -2.33
H: -1.76 -2.32 -0.80
H: -1.57 -1.36 0.49
H: -2.99 -1.13 -0.39
H: 0.95 0.38 -2.73
H: 1.78 0.88 -1.38
H: -0.01 -1.39 2.37
H: -0.91 -2.56 2.07
O: -0.29 -1.95 1.64
H: 0.23 1.98 1.85
H: -1.00 2.16 2.68
O: -0.35 1.49 2.43
H: 3.83 1.36 -0.57
H: 3.06 2.62 -0.47
O: 2.92 1.66 -0.44

orbital gap: 9.234 eV
LUMO energy: -2.906 eV
multiplicity: 1
net charge: +1

Results of the natural (NBO) charge analysis, in e, for atoms 1 through 2: 0.05 -0.23


No. 8
Computed, not measured: a 4-piece molecular cluster, C2H13N2O3 overall at a distorted geometry, with ωB97M-V/def2-TZVPD.

Positions of all 20 atoms, in Å:
C: 1.15 -1.64 2.58
C: 0.88 -1.42 1.28
N: -0.14 -0.46 0.85
N: 2.09 -2.49 3.06
H: 0.85 -0.83 3.25
H: 1.25 -2.13 0.55
H: -0.99 -0.99 0.68
H: -0.23 0.33 1.46
H: 0.18 -0.07 -0.08
H: 2.41 -3.27 2.49
H: 2.24 -2.65 4.04
H: 1.37 1.18 -1.35
H: 0.08 1.48 -1.97
O: 0.51 0.73 -1.55
H: -2.67 0.52 -1.61
H: -3.13 0.59 -0.15
O: -2.41 0.31 -0.72
H: -1.88 3.81 -4.38
H: -0.38 3.68 -4.47
O: -1.15 3.33 -3.97

orbital gap: 9.565 eV
LUMO energy: -2.788 eV
multiplicity: 1
net charge: +1

Results of the natural (NBO) charge analysis, in e, for atoms 1 through 2: 0.06 -0.24


E_HOMO / eV: -8.45, -9.18, -11.26, -10.94, -13.31, -13.99, -12.14, -12.35
ΔE to the lowest compared entry with this formula, charge and spin / eV: 0.937, 1.553, 1.660, 0.341, 0.331, 0.278, 1.574, 1.276
Energy / a.u.: -1105.4671, -1105.4445, -459.5327, -534.8710, -343.7643, -343.7662, -418.9706, -418.9815